Below is C35H19Br2Cl5HgI2N7O8 as an isolated structure at a distorted geometry, with properties calculated with ωB97M-V with the def2-TZVPD basis set.

Structure (XYZ):
```
79
C35H19Br2Cl5HgI2N7O8, DFT ωB97M-V with the def2-TZVPD basis set
Hg 0.53 0.36 0.31
I 5.37 0.17 -6.39
C 4.10 0.44 -4.74
C 3.36 1.60 -4.64
C 2.53 1.80 -3.54
I 4.27 3.85 -1.70
C 2.41 0.80 -2.53
O 1.65 1.05 -1.54
C 3.21 -0.38 -2.66
C 3.16 -1.42 -1.57
N 2.08 -2.40 -1.78
C 1.67 -3.12 -0.60
C 0.49 -2.44 0.11
C -1.00 -4.14 1.54
C -2.22 -4.44 1.11
C -3.30 -3.44 0.92
C -1.79 -1.34 -0.40
N -0.40 -1.97 -0.58
C 4.03 -0.53 -3.75
H 3.44 2.38 -5.39
H 3.09 -0.92 -0.60
H 4.11 -1.97 -1.58
H 1.28 -1.97 -2.23
H 2.51 -3.31 0.06
H 1.27 -4.11 -0.86
H -0.40 -5.02 1.47
H -2.44 -5.47 0.84
H -4.26 -3.85 0.61
H -2.13 -1.46 -1.43
H 4.63 -1.43 -3.83
Br 1.86 5.90 -2.73
C 2.19 3.99 -2.16
C 1.80 3.11 -3.37
C 0.29 2.95 -3.36
N -0.49 3.11 -2.38
C 0.08 3.39 -1.12
C 1.34 3.78 -0.96
C -0.85 3.22 0.03
C -2.18 3.60 -0.13
C -3.02 3.48 0.95
Br -4.80 4.09 0.79
C -2.56 2.95 2.14
C -1.23 2.57 2.19
N -0.37 2.71 1.17
H 2.04 3.70 -4.26
H -0.15 2.67 -4.32
H 1.73 4.01 0.02
H -2.52 3.96 -1.09
H -3.22 2.81 2.99
H -0.83 2.10 3.08
Cl 0.48 -2.95 2.00
C 1.97 -1.58 2.48
C 2.04 -0.36 1.82
C 3.15 0.44 2.10
Cl 3.31 1.99 1.34
C 4.17 0.01 2.95
Cl 5.59 0.97 3.19
C 4.03 -1.20 3.64
Cl 5.26 -1.70 4.75
C 2.89 -1.97 3.43
Cl 2.57 -3.28 4.54
O -5.52 1.64 2.83
N -5.02 0.57 3.22
O -4.97 0.27 4.42
C -4.49 -0.33 2.29
C -4.04 -1.63 2.70
C -3.33 -2.27 1.78
C -3.04 -1.93 0.39
O -1.56 -0.03 -0.06
C -4.19 -1.05 0.00
C -4.69 -0.14 0.91
N -4.66 -1.00 -1.34
O -5.40 -0.09 -1.71
O -4.31 -1.91 -2.10
N -0.85 -1.55 2.76
O 1.41 -4.10 2.00
O -1.41 -0.81 3.41
H -4.41 -2.08 3.62
H -5.31 0.67 0.56
```

Computed properties:
Calculated total energy   -10527.47907 hartree
2S+1   2
Frontier orbital gap (spin up / spin down)   5.74 / 5.76 eV
Net charge   -2

Atom-resolved charges from Mulliken, all expressed in e: Hg 3.73; I -0.05; C -0.61; C -0.86; C 0.37; I 0.12; C -0.86; O -1.38; C 0.20; C -0.04; N -0.27; C -1.45; C 0.91; C -0.46; C -1.00; C -0.41; C -0.30; N -0.52; C -0.41; H 0.40; H -0.25; H 0.45; H 0.36; H 0.42; H 0.33; H 0.27; H 0.34; H 0.49; H 0.68; H 0.45; Br -0.12; C -0.44; C -0.20; C -0.94; N -0.40; C 0.71; C -0.62; C 0.20; C -0.69; C -0.12; Br -0.14; C -0.50; C -0.53; N -0.21; H 0.82; H 0.41; H 0.84; H 0.53; H 0.53; H 0.42; Cl 0.71; C 0.45; C -1.63; C 0.74; Cl -0.21; C -0.09; Cl -0.23; C 0.50; Cl -0.24; C -0.06; Cl -0.23; O -0.66; N 1.02; O -0.74; C -0.07; C -1.59; C 0.56; C 1.69; O -0.43; C -1.69; C 0.20; N 1.19; O -0.77; O -0.71; N 0.28; O -0.74; O -0.38; H 0.32; H 0.59